Computed, not measured: a molecular structure, C23H34As2F6N3O2S2Si2Tc, with ωB97M-V/def2-TZVPD.

Element x y z (Å)
Tc -1.2343 0.4020 0.7061
O -4.6949 -0.1161 -3.5215
C -3.5490 0.2750 -4.0926
C -3.5460 0.4350 -5.4795
C -2.4015 0.8291 -6.1382
C -1.2260 1.0801 -5.4322
C -1.2197 0.9448 -4.0634
C -2.3696 0.5516 -3.3704
C -2.3174 0.4833 -1.9156
O -1.2588 0.8986 -1.2946
N -3.3714 0.0699 -1.2271
N -3.1100 0.1360 0.0857
C -4.0823 0.1457 0.9582
C -3.6950 0.6623 2.2256
C -4.5420 0.7848 3.3307
C -4.0974 1.4321 4.4574
C -2.8062 1.9649 4.4603
C -2.0056 1.7815 3.3587
N -2.4094 1.1248 2.2613
H -4.5482 -0.2151 -2.5562
H -4.4641 0.2323 -6.0145
H -2.4240 0.9411 -7.2147
H -0.3277 1.3814 -5.9545
H -0.3176 1.1226 -3.4959
H -5.1015 -0.0733 0.6715
H -5.5336 0.3570 3.2735
H -4.7310 1.5396 5.3270
H -2.4337 2.5146 5.3121
H -0.9945 2.1624 3.3425
C 2.0880 0.8815 4.2019
C 1.1099 0.3014 3.2111
S 0.9410 1.2541 1.7139
C 0.3451 -0.7794 3.4345
C 0.4940 -1.5902 4.6945
S -0.9090 -1.3625 2.3664
H 2.6775 1.6704 3.7373
H 2.7722 0.1258 4.5919
H 1.5627 1.3188 5.0562
H 1.5439 -1.7234 4.9601
H 0.0273 -2.5652 4.5695
H -0.0038 -1.0853 5.5264
C 0.9504 3.0478 -1.3710
Si 2.0767 1.5342 -1.4163
C 2.4357 0.9040 -3.1601
C 3.7010 2.0851 -0.6050
As 1.0935 -0.2030 -0.0440
Si 2.8920 -1.7011 0.6295
C 2.3276 -3.1924 1.6222
C 3.6741 -2.0829 -1.0410
C 4.0726 -0.6720 1.7016
H 1.4122 3.8821 -1.9034
H 0.7786 3.3631 -0.3392
H -0.0184 2.8448 -1.8254
H 2.0653 1.6111 -3.9054
H 1.9593 -0.0596 -3.3475
H 3.5093 0.7910 -3.3183
H 4.1073 2.9304 -1.1660
H 4.4535 1.2948 -0.5998
H 3.5372 2.4168 0.4213
H 1.9006 -3.9532 0.9715
H 1.5609 -2.9135 2.3442
H 3.1734 -3.6217 2.1649
H 2.9031 -2.3863 -1.7516
H 4.3909 -2.9014 -0.9491
H 4.1936 -1.2113 -1.4448
H 3.9358 0.3986 1.5542
H 5.1093 -0.9169 1.4595
H 3.9171 -0.8896 2.7592
F -1.4879 -2.0624 -0.7513
As -0.5929 -2.9894 -1.9567
F 0.6417 -3.2456 -0.7229
F 0.3190 -1.5271 -2.3899
F 0.3633 -3.8732 -3.0854
F -1.7708 -2.5874 -3.1394
F -1.4214 -4.4077 -1.4579

* ⟨S²⟩: 2.036
* ΔE to the lowest compared entry with this formula, charge and spin: 0.3725 eV
* spin multiplicity: 3
* max |F|: 1.883 eV/A
* HOMO-LUMO gap (spin up / spin down): 6.569 / 5.693 eV
* HOMO energy (spin up / spin down): -7.72 / -7.77 eV

Mulliken charges, unit e, in atom order:
1 Tc 0.41
2 O -0.67
3 C 0.44
4 C -0.71
5 C -0.39
6 C -1.00
7 C 0.14
8 C 0.04
9 C 1.03
10 O -0.40
11 N -0.98
12 N 0.13
13 C -0.77
14 C 0.82
15 C -1.06
16 C -0.22
17 C -1.03
18 C -0.19
19 N 0.26
20 H 0.58
21 H 0.46
22 H 0.38
23 H 0.42
24 H -0.09
25 H 0.46
26 H 0.44
27 H 0.43
28 H 0.43
29 H 0.67
30 C -1.83
31 C 0.74
32 S -0.56
33 C 0.61
34 C -1.77
35 S -0.24
36 H 0.43
37 H 0.37
38 H 0.37
39 H 0.37
40 H 0.48
41 H 0.38
42 C -1.18
43 Si 1.03
44 C -1.26
45 C -1.24
46 As 0.64
47 Si 1.04
48 C -1.02
49 C -1.04
50 C -1.02
51 H 0.48
52 H 0.25
53 H 0.21
54 H 0.43
55 H 0.30
56 H 0.36
57 H 0.41
58 H 0.27
59 H 0.26
60 H 0.32
61 H 0.16
62 H 0.39
63 H 0.22
64 H 0.41
65 H 0.24
66 H 0.14
67 H 0.45
68 H 0.26
69 F -0.43
70 As 2.13
71 F -0.56
72 F -0.55
73 F -0.51
74 F -0.50
75 F -0.51